Entry 1:
C62H57MoN3O2P2S2SiTe | ωB97M-V/def2-TZVPD

```
131
Properties=species:S:1:pos:R:3:lowdin_charge:R:1
Mo -0.341 0.721 -0.401 1.26
C -1.548 0.866 3.842 0.02
C -1.217 1.280 2.441 -0.23
N -0.643 0.417 1.632 -0.17
N -0.450 -0.837 2.214 -0.04
C -0.200 -1.837 1.477 -0.82
S -0.218 -1.701 -0.363 0.96
S 0.077 -3.429 2.057 1.01
C 0.058 -3.170 3.855 -0.36
C -1.162 -3.711 4.578 -0.28
C -1.223 -3.488 5.955 -0.05
C -2.292 -3.961 6.698 -0.07
C -3.317 -4.665 6.076 -0.07
C -3.259 -4.893 4.710 -0.07
C -2.185 -4.419 3.963 -0.07
C -1.626 2.600 1.966 -0.12
C -1.787 3.668 2.866 -0.02
C -2.320 4.869 2.457 -0.05
C -2.759 5.017 1.139 -0.03
C -2.615 3.990 0.229 0.01
C -2.015 2.801 0.625 -0.32
O -1.835 1.794 -0.251 -0.26
H -2.182 -0.020 3.818 0.10
H -0.638 0.592 4.380 0.10
H -2.068 1.654 4.375 0.08
H 0.964 -3.656 4.215 0.09
H 0.163 -2.099 4.008 0.07
H -0.422 -2.945 6.448 0.12
H -2.322 -3.785 7.767 0.11
H -4.151 -5.039 6.657 0.11
H -4.050 -5.449 4.221 0.11
H -2.152 -4.619 2.899 0.07
H -1.457 3.550 3.890 0.12
H -2.415 5.689 3.157 0.12
H -3.215 5.950 0.824 0.13
H -2.939 4.088 -0.801 0.14
Te 2.417 0.864 1.969 1.32
C 4.388 1.641 2.104 -0.55
C 5.280 1.046 2.981 -0.14
C 6.534 1.625 3.135 -0.13
N 6.932 2.707 2.469 0.08
C 6.062 3.267 1.628 -0.13
C 4.777 2.780 1.423 -0.11
C 1.883 0.900 -0.145 -0.99
P 2.904 0.061 -1.497 1.01
C 4.665 0.335 -1.100 -0.38
C 5.412 -0.353 -0.146 -0.09
C 6.759 -0.070 0.017 -0.06
C 7.372 0.905 -0.760 -0.06
C 6.640 1.587 -1.721 -0.07
C 5.294 1.294 -1.895 -0.12
C 2.764 -1.753 -1.257 -0.44
C 2.745 -2.470 -2.457 -0.11
C 2.730 -3.859 -2.461 -0.06
C 2.723 -4.554 -1.259 -0.06
C 2.722 -3.855 -0.061 -0.10
C 2.727 -2.461 -0.054 -0.19
P 1.197 2.488 -0.697 0.90
C 1.156 2.366 -2.515 -0.37
C 0.269 1.363 -2.918 -0.18
C 0.185 0.912 -4.220 -0.03
C 1.007 1.503 -5.168 -0.03
C 1.858 2.539 -4.803 -0.03
C 1.934 2.973 -3.485 -0.07
C 1.696 4.153 -0.237 -0.35
C 2.837 4.743 -0.786 -0.11
C 3.100 6.078 -0.536 -0.05
C 2.237 6.826 0.258 -0.04
C 1.120 6.234 0.826 -0.04
C 0.846 4.896 0.580 -0.07
H 5.022 0.154 3.540 0.10
H 7.258 1.188 3.817 0.12
H 6.401 4.158 1.106 0.11
H 4.101 3.289 0.761 0.06
H 4.957 -1.124 0.460 0.10
H 7.337 -0.614 0.755 0.12
H 8.424 1.122 -0.625 0.12
H 7.122 2.333 -2.341 0.11
H 4.727 1.796 -2.674 0.09
H 2.766 -1.926 -3.397 0.10
H 2.735 -4.399 -3.400 0.11
H 2.729 -5.638 -1.253 0.12
H 2.742 -4.396 0.876 0.10
H 2.758 -1.935 0.893 0.05
H -0.425 0.877 -2.228 0.02
H -0.508 0.127 -4.494 0.08
H 0.969 1.165 -6.196 0.12
H 2.480 3.010 -5.554 0.12
H 2.608 3.778 -3.231 0.10
H 3.538 4.156 -1.365 0.10
H 3.987 6.537 -0.956 0.12
H 2.445 7.874 0.438 0.12
H 0.458 6.813 1.457 0.12
H -0.020 4.427 1.024 0.07
C -2.791 -4.457 -0.890 -0.08
C -3.737 -3.269 -0.650 -0.60
C -3.920 -3.036 0.856 -0.07
C -5.103 -3.585 -1.283 -0.07
Si -3.119 -1.683 -1.435 0.67
O -1.770 -1.106 -0.422 -0.65
C -4.382 -0.348 -1.166 -0.23
C -4.488 0.294 0.072 -0.11
C -5.493 1.216 0.317 -0.07
C -6.425 1.509 -0.672 -0.06
C -6.365 0.853 -1.893 -0.06
C -5.357 -0.072 -2.134 -0.09
C -2.395 -1.803 -3.146 -0.22
C -1.423 -2.768 -3.455 -0.10
C -0.941 -2.909 -4.748 -0.06
C -1.427 -2.099 -5.767 -0.07
C -2.380 -1.130 -5.482 -0.08
C -2.853 -0.981 -4.186 -0.10
H -3.177 -5.342 -0.372 0.10
H -1.779 -4.270 -0.513 0.06
H -2.721 -4.704 -1.952 0.08
H -4.282 -3.958 1.324 0.09
H -4.660 -2.255 1.054 0.08
H -2.985 -2.761 1.356 0.06
H -5.520 -4.488 -0.825 0.10
H -5.019 -3.768 -2.360 0.09
H -5.820 -2.774 -1.128 0.08
H -3.792 0.050 0.865 0.10
H -5.565 1.695 1.287 0.11
H -7.211 2.230 -0.482 0.11
H -7.110 1.049 -2.654 0.11
H -5.355 -0.605 -3.080 0.10
H -1.039 -3.432 -2.688 0.08
H -0.202 -3.671 -4.966 0.11
H -1.069 -2.227 -6.781 0.12
H -2.764 -0.496 -6.273 0.12
H -3.581 -0.204 -3.983 0.09
```

Properties
net charge	+2
gap between HOMO and LUMO (spin up / spin down)	5.807 / 5.643	eV
highest occupied orbital energy (spin up / spin down)	-0.45479 / -0.45521	hartree
2S+1	1
lowest unoccupied orbital energy (spin up / spin down)	-6.57 / -6.74	eV

***

Entry 2:
C5H10O2 | ωB97M-V/def2-TZVPD

```
17
Properties=species:S:1:pos:R:3:lowdin_charge:R:1
C -1.991 -0.202 0.108 -0.05
C -0.818 -0.404 -0.869 -0.45
O -0.682 0.667 -1.752 -0.03
C 0.421 -0.829 -0.126 -0.04
C 1.617 -0.249 0.081 -0.07
C 2.070 1.105 -0.280 -0.23
O 1.387 2.019 -0.711 0.03
H -2.202 -1.091 0.715 0.08
H -1.805 0.638 0.786 0.08
H -2.881 0.024 -0.486 0.08
H -1.075 -1.273 -1.495 0.15
H -0.135 1.355 -1.329 0.05
H -0.042 -0.213 2.574 0.02
H 0.296 -1.818 0.316 0.12
H 2.361 -0.825 0.630 0.10
H 0.421 -0.181 3.155 0.04
H 3.142 1.296 -0.080 0.12
```

Properties
net charge	0
gap between HOMO and LUMO	9.731	eV
structure (SMILES)	C[C@@H](O)/C=C\C=O.[H][H]
highest occupied orbital energy	-0.36619	hartree
2S+1	1
lowest unoccupied orbital energy	-0.23	eV

***

ΔE to the lowest compared entry with this formula, charge and spin, record by record: 80.1; 66.5 kcal/mol